Computed, not measured: a molecular structure, C5H9HgNaO4 at a distorted geometry, with ωB97M-V/def2-TZVPD.

Each line ends with the Mulliken charge.
Positions of all 20 atoms, in Å:
C: -1.9355 0.4112 -2.5011  -1.163
C: -1.5540 -0.9591 -1.9370  -0.074
O: -0.2011 -1.1017 -1.6778  -0.421
Na: 1.3582 0.1415 -2.5445  0.937
H: -3.0287 0.5396 -2.5422  0.360
H: -1.5033 1.2284 -1.9017  0.318
H: -1.5590 0.5250 -3.5305  0.304
H: -1.9358 -1.7394 -2.6342  0.365
H: -2.1282 -1.1016 -0.9926  0.278
O: 1.9676 -0.5106 1.3444  -0.457
C: 1.0046 0.2196 0.2219  0.418
C: 1.1623 -0.6744 2.4917  -0.424
O: 1.7153 1.0257 -0.5073  -0.816
O: 0.0649 0.8161 1.1068  -0.347
C: 0.3027 0.5916 2.4934  -0.320
Hg: 3.8851 1.0459 1.3823  -0.056
H: 1.7229 -0.8008 3.4288  0.325
H: 0.5260 -1.5707 2.3732  0.251
H: 0.7949 1.4753 2.9241  0.240
H: -0.6589 0.4383 3.0023  0.280

Atomic forces in eV per Å
0.26 0.31 -0.44
-0.72 0.91 0.84
-1.18 -0.93 -1.09
0.49 0.42 0.55
0.39 -0.09 0.08
-0.22 -0.36 0.00
-0.12 -0.02 0.17
0.63 -0.07 0.36
0.42 -0.28 -0.32
-1.35 -0.28 -0.99
2.40 1.34 2.61
-0.38 0.11 -0.29
-1.38 -1.53 -0.06
-0.54 0.15 -0.71
-0.13 -0.48 -0.21
0.83 0.57 0.09
0.27 0.18 -0.42
0.05 0.24 0.08
0.12 -0.28 -0.07
0.17 0.10 -0.17

Values from the calculation:
Charge: 0
Energy, eV: -22107.614
Frontier orbital gap (spin up / spin down), eV: 5.20 / 3.93
Energy above the lowest of the compared OMol25 structures with the same formula, charge and spin, kcal/mol: 21.0
Spin multiplicity: 3